[1]
This record from the Open Molecules 2025 dataset describes a cluster of 2 separate species, CH4NO2S2 in total in a non-equilibrium geometry. The level of theory is ωB97M-V with the def2-TZVPD basis set.

Calculated values
- HOMO energy: -3.986 eV
- LUMO: 3.691 eV
- Frontier orbital gap: 7.68 eV
- Energy relative to the best compared isomer or geometry (same formula, charge and spin): 49.44 kcal per mole
- Largest force on an atom: 3.53 eV/A

Structure (ORCA input):
```
! RIJCOSX wB97M-V def2-TZVPD def2/J DEFGRID3
* xyz -1 1
C 0.388 0.940 1.924
N -0.858 0.982 1.942
O -0.990 -0.754 -0.595
O 1.405 -1.025 -0.553
S 0.238 -0.732 -3.475
S 0.186 -1.455 -1.194
H 0.907 0.139 1.492
H 1.087 1.816 2.372
H -1.473 0.221 1.386
H -0.891 -0.132 -3.300
*
```

Atomic partial charges in e from the natural (NBO) method, atoms 1 to 2:
1. C -0.04
2. N -0.66

---

[2]
This record from the Open Molecules 2025 dataset describes a cluster of 7 separate species, C4H20ClN8O6 in total in a non-equilibrium geometry. The level of theory is ωB97M-V with the def2-TZVPD basis set.

Calculated values
- HOMO energy (alpha / beta): -9.345 / -9.345 eV
- LUMO (alpha / beta): -0.689 / -6.713 eV
- Frontier orbital gap (alpha / beta): 8.66 / 2.63 eV
- ⟨S²⟩: 0.754
- Largest force on an atom: 8.54 eV/A

Structure (ORCA input):
```
! RIJCOSX wB97M-V def2-TZVPD def2/J DEFGRID3
* xyz 0 2
Cl 0.940 -0.279 -0.799
C -1.383 3.085 -1.155
O -2.149 4.004 -1.196
N -1.845 1.937 -0.754
N -0.135 3.101 -1.445
H -2.820 1.791 -0.536
H -1.301 1.086 -0.754
H 0.429 3.939 -1.412
H 0.319 2.200 -1.492
C 0.824 1.840 2.865
O 0.842 2.138 4.029
N -0.035 2.218 2.053
N 1.814 1.205 2.244
H -0.750 2.860 2.365
H -0.025 1.899 1.095
H 2.605 0.801 2.723
H 1.581 0.768 1.363
C -1.985 -1.475 2.476
O -2.992 -2.097 2.802
N -0.777 -1.740 2.993
N -1.866 -0.738 1.393
H -0.747 -2.209 3.887
H -0.017 -1.178 2.636
H -2.603 -0.638 0.710
H -0.911 -0.435 1.267
C -1.278 -3.228 -2.254
O -1.975 -4.125 -2.614
N -1.224 -2.887 -1.061
N -0.733 -2.381 -3.049
H -0.650 -2.105 -0.780
H -1.525 -3.510 -0.325
H -0.668 -2.614 -4.029
H -0.221 -1.649 -2.577
O 3.230 -1.161 -3.045
H 2.482 -0.791 -2.577
H 3.901 -0.480 -3.001
O 4.080 0.373 -0.358
H 4.353 0.508 -1.265
H 3.216 -0.034 -0.424
*
```

Atomic partial charges in e from the natural (NBO) method, atoms 1 to 2:
1. Cl -0.89
2. C 0.74

---

[3]
This record from the Open Molecules 2025 dataset describes a structure of composition C23H26N5O2S3Ti in a non-equilibrium geometry. The level of theory is ωB97M-V with the def2-TZVPD basis set.

Calculated values
- HOMO energy (alpha / beta): -2.537 / -2.561 eV
- LUMO (alpha / beta): 1.758 / 1.802 eV
- Frontier orbital gap (alpha / beta): 4.30 / 4.36 eV
- Energy relative to the best compared isomer or geometry (same formula, charge and spin): 6.47 kcal per mole
- Largest force on an atom: 2.92 eV/A

Structure (ORCA input):
```
! RIJCOSX wB97M-V def2-TZVPD def2/J DEFGRID3
* xyz -1 1
Ti -0.392 0.776 0.364
O -0.148 4.073 -2.121
C -0.338 3.001 -1.571
N 0.091 2.586 -0.370
C 1.014 3.439 0.370
C 2.026 2.542 1.014
C 3.221 3.000 1.554
C 4.062 2.095 2.160
C 3.689 0.759 2.228
C 2.487 0.382 1.675
N 1.679 1.256 1.067
C -1.091 1.889 -2.274
C -1.645 2.054 -3.521
C -2.196 0.953 -4.159
C -2.146 -0.271 -3.532
C -1.576 -0.355 -2.272
N -1.073 0.713 -1.647
H 1.468 4.179 -0.285
H 0.491 3.966 1.169
H 3.470 4.052 1.488
H 5.003 2.423 2.585
H 4.312 0.019 2.711
H 2.136 -0.637 1.718
H -1.619 3.044 -3.959
H -2.634 1.047 -5.146
H -2.533 -1.165 -4.004
H -1.490 -1.292 -1.742
N -2.332 1.835 0.792
C -3.492 1.123 1.364
C -3.666 -0.207 0.661
N -2.370 -0.900 0.691
H -1.966 2.484 1.508
H -2.614 2.396 -0.001
H -4.403 1.713 1.290
H -3.290 0.957 2.420
H -3.950 -0.049 -0.384
H -4.468 -0.766 1.143
H -2.410 -1.807 0.244
H -2.083 -1.035 1.660
S -1.646 1.147 5.448
C -1.110 1.551 3.909
S -0.518 0.225 2.883
S -0.922 3.177 3.336
C 1.950 -0.909 -1.763
C 1.152 -1.596 -0.695
O 0.331 -0.865 0.073
C 1.248 -2.988 -0.450
C 0.586 -3.608 0.646
C 0.686 -4.974 0.858
C 1.439 -5.788 0.006
C 2.105 -5.193 -1.061
C 2.021 -3.826 -1.291
H 1.798 0.167 -1.709
H 1.660 -1.236 -2.775
H 3.029 -1.100 -1.665
H 0.020 -2.987 1.331
H 0.178 -5.416 1.710
H 1.514 -6.856 0.179
H 2.705 -5.806 -1.727
H 2.552 -3.393 -2.132
*
```

Atomic partial charges in e from the natural (NBO) method, atoms 1 to 2:
1. Ti 1.55
2. O -0.65

---

[4]
This record from the Open Molecules 2025 dataset describes a structure of composition Cl6Si3 in a non-equilibrium geometry. The level of theory is ωB97M-V with the def2-TZVPD basis set.

Calculated values
- HOMO energy (alpha / beta): -7.268 / -10.065 eV
- LUMO (alpha / beta): -1.223 / -3.100 eV
- Frontier orbital gap (alpha / beta): 6.04 / 6.97 eV
- Energy relative to the best compared isomer or geometry (same formula, charge and spin): 0.00 kcal per mole
- ⟨S²⟩: 2.005
- Largest force on an atom: 2.17 eV/A

Structure (ORCA input):
```
! RIJCOSX wB97M-V def2-TZVPD def2/J DEFGRID3
* xyz 0 3
Si 0.458 1.668 0.321
Si -1.568 -0.496 0.209
Si 0.823 -0.654 0.210
Cl 1.579 2.894 1.383
Cl 0.398 2.382 -1.586
Cl -2.988 -1.500 1.317
Cl -2.125 -0.989 -1.773
Cl 1.484 -1.501 -1.548
Cl 1.939 -1.805 1.466
*
```

Atomic partial charges in e from the natural (NBO) method, atoms 1 to 2:
1. Si 0.74
2. Si 0.74

---

[5]
This record from the Open Molecules 2025 dataset describes an isolated molecule of C15H22N2O3 in a non-equilibrium geometry. The level of theory is ωB97M-V with the def2-TZVPD basis set.

Calculated values
- HOMO energy: -9.258 eV
- LUMO: 0.823 eV
- Frontier orbital gap: 10.08 eV
- Energy relative to the best compared isomer or geometry (same formula, charge and spin): 6.48 kcal per mole
- SMILES: CC(C)C[C@H](NC(=O)[C@@H](N)Cc1ccccc1)C(=O)O
- Largest force on an atom: 1.07 eV/A

Structure (ORCA input):
```
! RIJCOSX wB97M-V def2-TZVPD def2/J DEFGRID3
* xyz 0 1
C -1.624 -0.918 0.158
C -0.225 -1.149 -0.417
C -2.462 -0.183 -0.903
C -3.901 -0.019 -0.486
C -4.800 -1.086 -0.592
C -4.371 1.190 0.043
C -6.117 -0.960 -0.162
C -5.687 1.322 0.460
C -6.568 0.247 0.344
C 2.074 -0.408 -0.426
C 2.596 -1.625 0.320
C 2.876 0.862 -0.091
C 4.385 0.788 -0.364
C 4.920 2.144 -0.808
C 5.172 0.308 0.880
H -1.189 -0.658 2.141
H -2.490 0.186 1.640
H -2.056 -1.914 0.323
H -2.406 -0.755 -1.850
H -2.008 0.822 -1.111
H -4.472 -2.027 -0.998
H -3.665 2.009 0.142
H -6.777 -1.807 -0.272
H -6.034 2.261 0.884
H -7.569 0.349 0.677
H 0.448 0.436 0.638
H 2.153 -0.607 -1.511
H 2.432 1.682 -0.696
H 2.716 1.105 0.982
H 4.566 0.072 -1.173
H 4.453 2.467 -1.728
H 5.997 2.107 -0.993
H 4.730 2.926 -0.017
H 5.137 1.029 1.682
H 4.788 -0.631 1.301
H 6.231 0.155 0.618
H 3.802 -3.048 0.172
N -1.557 -0.118 1.375
N 0.690 -0.195 -0.104
O 0.028 -2.115 -1.131
O 2.258 -1.952 1.433
O 3.525 -2.291 -0.382
*
```

Atomic partial charges in e from the natural (NBO) method, atoms 1 to 2:
1. C -0.13
2. C 0.68

---

[6]
This record from the Open Molecules 2025 dataset describes a structure of composition C2H5BrOS in a non-equilibrium geometry. The level of theory is ωB97M-V with the def2-TZVPD basis set.

Calculated values
- HOMO energy (alpha / beta): -4.762 / -9.448 eV
- LUMO (alpha / beta): 0.584 / -3.829 eV
- Frontier orbital gap (alpha / beta): 5.35 / 5.62 eV
- Energy relative to the best compared isomer or geometry (same formula, charge and spin): 48.51 kcal per mole
- ⟨S²⟩: 2.009
- Largest force on an atom: 4.60 eV/A

Structure (ORCA input):
```
! RIJCOSX wB97M-V def2-TZVPD def2/J DEFGRID3
* xyz 0 3
C -1.413 -0.719 0.343
C 0.890 0.401 -0.074
O 0.691 1.142 -1.154
S 0.264 -1.291 -0.025
Br 2.865 0.123 0.289
H -1.758 0.066 -0.304
H -1.508 -0.486 1.423
H -1.969 -1.635 0.112
H 0.445 0.871 0.856
H 1.494 1.528 -1.466
*
```

Atomic partial charges in e from the natural (NBO) method, atoms 1 to 2:
1. C -0.76
2. C -0.26

---

[7]
This record from the Open Molecules 2025 dataset describes an isolated molecule of C5H10O2. The level of theory is ωB97M-V with the def2-TZVPD basis set.

Calculated values
- HOMO energy: -10.232 eV
- LUMO: 0.816 eV
- Frontier orbital gap: 11.05 eV
- Energy relative to the best compared isomer or geometry (same formula, charge and spin): 35.03 kcal per mole
- SMILES: CC[C@@H](O)CC=O
- Largest force on an atom: 0.66 eV/A

Structure (ORCA input):
```
! RIJCOSX wB97M-V def2-TZVPD def2/J DEFGRID3
* xyz 0 1
C -2.420 -0.387 -0.114
C -1.139 0.269 -0.618
C 0.131 -0.276 0.071
O 0.653 -1.396 -0.628
C 1.206 0.807 0.078
C 2.503 0.301 0.752
O 2.466 -0.618 1.542
H -3.300 -0.030 -0.660
H -2.359 -1.473 -0.221
H -2.575 -0.154 0.947
H -1.036 0.143 -1.704
H -1.224 1.355 -0.454
H -0.120 -0.578 1.102
H 1.557 -1.499 -0.298
H 0.815 1.678 0.623
H 1.335 1.115 -0.971
H 3.507 0.744 0.552
*
```

Atomic partial charges in e from the natural (NBO) method, atoms 1 to 2:
1. C -0.60
2. C -0.41

---

Question: Among the records above, which one has the highest largest force on an atom?
Answer: C4H20ClN8O6

---

Question: Number 4 is which compound?
Answer: Cl6Si3

---

Question: Look up the largest force on an atom of the fourth one.
Answer: 2.17 eV/A